# 1
{
  "formula": "C22H26N5O2Ru",
  "method": "ωB97M-V/def2-TZVPD",
  "total_energy_ev": -37356.8970,
  "multiplicity": 6,
  "homo_lumo_gap_ev": [5.55, 6.04],
  "homo_energy_ev": [-5.54, -7.89],
  "species": ["Ru", "C", "C", "C", "N", "C", "C", "C", "C", "C", "C", "C", "N", "C", "C", "C", "N", "C", "C", "C", "C", "C", "C", "C", "N", "C", "C", "H", "H", "H", "H", "H", "H", "H", "H", "H", "H", "H", "H", "H", "H", "H", "H", "H", "H", "H", "H", "H", "H", "H", "H", "H", "H", "O", "N", "O"],
  "positions_angstrom": [[0.0304, 0.1629, 0.4485], [2.3828, -2.3264, 1.7585], [3.4056, -1.7793, 0.7643], [2.8863, -0.8101, -0.3008], [2.0564, 0.2711, 0.2069], [2.5794, 1.3988, 0.6716], [3.9762, 1.5850, 0.7919], [4.7205, 2.5915, 1.3689], [4.3119, 3.7454, 2.0240], [3.0037, 4.1639, 2.1763], [1.8287, 3.6156, 1.6900], [1.5745, 2.4484, 0.9500], [0.3541, 2.1329, 0.4938], [-0.7233, 3.1033, 0.3641], [-2.0302, 2.6858, 1.0355], [-2.6916, 1.4748, 0.3748], [-1.9471, 0.2529, 0.5528], [-2.3906, -0.7819, 1.3602], [-3.4247, -0.5644, 2.3394], [-4.1912, -1.4317, 3.0169], [-4.1954, -2.8784, 2.8700], [-3.2451, -3.6646, 2.2911], [-2.0327, -3.2977, 1.6846], [-1.6201, -1.9910, 1.2294], [-0.4529, -1.8400, 0.6198], [0.3805, -2.9566, 0.2006], [1.4102, -3.3881, 1.2469], [1.8338, -1.5085, 2.2283], [2.9487, -2.7923, 2.5704], [3.8973, -2.6065, 0.2391], [4.1920, -1.2783, 1.3353], [2.2847, -1.3436, -1.0364], [3.7305, -0.4087, -0.8720], [4.5677, 0.7714, 0.3981], [5.7930, 2.4321, 1.3304], [5.0841, 4.3642, 2.4617], [2.8660, 5.0707, 2.7550], [0.9416, 4.1685, 1.9624], [-0.9110, 3.2331, -0.7096], [-0.4234, 4.0833, 0.7313], [-2.7155, 3.5341, 0.9489], [-1.8574, 2.4887, 2.0957], [-2.7746, 1.6740, -0.7024], [-3.7161, 1.3620, 0.7365], [-3.6053, 0.4815, 2.5652], [-4.9074, -1.0216, 3.7162], [-5.0333, -3.3925, 3.3267], [-3.4028, -4.7358, 2.3624], [-1.3276, -4.1020, 1.5429], [0.8858, -2.6460, -0.7134], [-0.2392, -3.8102, -0.0839], [1.9701, -4.2259, 0.8151], [0.8703, -3.7905, 2.1083], [0.0904, 0.9419, 4.5296], [-0.1978, 0.9935, 3.3636], [0.3579, 0.0712, 2.6286]],
  "forces_ev_per_angstrom": [[0.11, 0.25, 0.07], [-0.02, 0.01, 0.14], [0.06, -0.04, -0.05], [0.02, -0.01, -0.11], [0.00, 0.06, -0.04], [-0.04, 0.04, -0.04], [0.02, 0.03, 0.03], [0.00, -0.04, -0.04], [-0.05, 0.00, 0.00], [0.01, 0.00, 0.01], [-0.02, -0.01, -0.08], [0.03, -0.05, 0.06], [0.10, -0.17, 0.00], [-0.03, 0.07, -0.04], [-0.02, 0.05, -0.02], [-0.09, 0.06, 0.00], [-0.12, 0.02, 0.10], [0.13, -0.20, -0.25], [-0.12, 0.34, 0.08], [0.00, -0.26, -0.11], [-0.27, 0.11, 0.08], [0.33, -0.03, -0.10], [-0.16, -0.09, 0.10], [-0.15, 0.05, 0.19], [0.29, -0.11, -0.22], [-0.08, 0.01, -0.03], [0.01, -0.09, -0.05], [0.00, 0.00, -0.04], [-0.01, 0.00, -0.01], [-0.01, 0.00, 0.00], [-0.03, 0.03, 0.02], [-0.01, 0.00, 0.04], [-0.01, -0.01, 0.03], [0.02, 0.00, 0.01], [0.00, 0.00, 0.00], [0.00, 0.00, 0.00], [0.00, 0.00, 0.00], [0.01, 0.02, 0.01], [0.00, -0.03, 0.02], [-0.02, -0.02, 0.02], [-0.01, 0.00, 0.02], [0.02, -0.01, -0.03], [0.01, -0.02, 0.01], [0.03, 0.01, 0.01], [0.08, 0.00, 0.04], [0.01, 0.00, 0.04], [-0.01, 0.00, -0.02], [-0.02, 0.00, 0.06], [0.00, 0.02, -0.05], [0.00, -0.01, -0.01], [0.03, 0.00, 0.03], [0.02, 0.02, 0.00], [-0.01, 0.02, 0.01], [0.06, -0.09, 0.00], [-0.14, 0.18, -0.09], [0.03, -0.09, 0.20]]
}


# 2
{
  "formula": "C53H40BrClN9O7PSTi",
  "method": "ωB97M-V/def2-TZVPD",
  "total_energy_ev": -209160.3023,
  "total_charge": -1,
  "multiplicity": 2,
  "homo_lumo_gap_ev": [5.28, 5.24],
  "homo_energy_ev": [-3.79, -3.79],
  "relative_energy_kcal_mol": 96.20,
  "species": ["Ti", "N", "C", "S", "N", "N", "C", "C", "C", "C", "C", "C", "C", "C", "C", "C", "C", "C", "N", "H", "H", "H", "H", "H", "H", "H", "H", "H", "H", "H", "O", "C", "O", "C", "C", "Cl", "N", "N", "C", "C", "O", "O", "C", "C", "C", "C", "C", "C", "H", "H", "H", "H", "H", "H", "N", "P", "C", "C", "C", "C", "C", "C", "C", "C", "C", "C", "C", "C", "C", "C", "C", "C", "C", "C", "H", "H", "H", "H", "H", "H", "H", "H", "H", "H", "H", "H", "H", "H", "H", "O", "N", "C", "C", "C", "C", "C", "H", "H", "H", "H", "H", "Br", "C", "C", "N", "C", "C", "C", "C", "O", "O", "H", "H", "H"],
  "positions_angstrom": [[-1.0621, 1.4371, -0.2742], [-2.9520, -1.8325, -2.2755], [-1.9629, -0.9403, -2.0185], [-0.8040, -1.3171, -0.7797], [-1.9391, 0.1427, -2.7733], [-0.9540, 0.9688, -2.3219], [-0.2688, 1.7262, -3.0919], [-0.4496, 1.8738, -4.5470], [0.6477, 1.8813, -5.4052], [0.4722, 2.0219, -6.7736], [-0.8042, 2.1696, -7.2952], [-1.9011, 2.1646, -6.4438], [-1.7296, 2.0080, -5.0791], [0.7983, 2.4462, -2.3521], [1.5798, 3.4589, -2.8964], [2.6069, 3.9795, -2.1396], [2.8249, 3.4926, -0.8548], [1.9484, 2.5531, -0.3559], [0.9549, 2.0373, -1.0849], [-3.1746, -2.4468, -1.5093], [-3.7429, -1.4551, -2.7745], [1.6463, 1.7415, -5.0091], [1.3338, 2.0179, -7.4290], [-0.9442, 2.2854, -8.3626], [-2.8993, 2.2865, -6.8437], [-2.5809, 2.0090, -4.4143], [1.3356, 3.8591, -3.8682], [3.2214, 4.7773, -2.5366], [3.6259, 3.8677, -0.2337], [2.0027, 2.2014, 0.6649], [-4.8121, -2.5692, 4.6535], [-4.4948, -1.5862, 3.7736], [-5.3441, -0.8630, 3.3518], [-3.0605, -1.4574, 3.4121], [-1.9369, -1.8142, 4.1339], [-1.8138, -2.8083, 5.5251], [-0.8434, -1.3176, 3.5102], [-1.2086, -0.6851, 2.3840], [-2.5161, -0.7583, 2.3022], [-3.1790, -0.3234, 1.0293], [-4.1247, -0.9437, 0.6099], [-2.6397, 0.7002, 0.4118], [0.5325, -1.4025, 3.8903], [1.5260, -1.6980, 2.9301], [2.8104, -1.9581, 3.4307], [3.1110, -1.8279, 4.7711], [2.1448, -1.4043, 5.6776], [0.8577, -1.1901, 5.2222], [-4.0263, -3.0663, 4.9138], [0.3579, -1.3534, 1.3367], [3.5829, -2.2522, 2.7314], [4.1176, -2.0395, 5.1085], [2.3889, -1.2344, 6.7167], [0.0906, -0.8407, 5.9006], [1.2838, -1.6944, 1.5715], [1.7581, -2.9673, 0.3226], [1.8874, -4.3172, 1.5504], [0.7597, -4.5841, 2.3253], [0.7719, -5.6009, 3.2663], [1.9210, -6.3587, 3.4520], [3.0492, -6.0941, 2.6907], [3.0305, -5.0807, 1.7406], [1.3825, -4.0141, -1.1850], [0.5676, -5.1422, -1.0803], [0.0947, -5.7789, -2.2183], [0.4096, -5.2885, -3.4772], [1.1899, -4.1445, -3.5910], [1.6538, -3.5029, -2.4562], [3.4333, -2.3719, -0.0675], [4.3272, -3.1643, -0.7907], [5.5962, -2.7010, -1.1005], [5.9906, -1.4303, -0.7034], [5.1097, -0.6331, 0.0119], [3.8428, -1.1008, 0.3299], [-0.1319, -3.9784, 2.1964], [-0.1125, -5.7945, 3.8600], [1.9366, -7.1501, 4.1905], [3.9524, -6.6725, 2.8388], [3.9244, -4.8786, 1.1632], [0.3055, -5.5354, -0.1069], [-0.5367, -6.6531, -2.1182], [0.0341, -5.7811, -4.3649], [1.4262, -3.7433, -4.5688], [2.2218, -2.5850, -2.5597], [4.0292, -4.1529, -1.1180], [6.2751, -3.3337, -1.6579], [6.9784, -1.0642, -0.9533], [5.4059, 0.3593, 0.3281], [3.1581, -0.4827, 0.8939], [-0.2066, 1.9256, 1.3064], [-0.8316, 3.0258, 1.8985], [-0.4390, 4.2785, 1.4615], [-1.2917, 5.3024, 1.4682], [-2.7544, 5.0872, 1.7324], [-2.9279, 3.8575, 2.5813], [-2.0500, 2.8559, 2.5341], [0.5973, 4.3570, 1.1589], [-0.9332, 6.2867, 1.1969], [-3.1683, 5.9537, 2.2530], [-3.8305, 3.7418, 3.1676], [-2.1862, 1.9013, 3.0163], [-6.0595, 5.8128, 1.6465], [-4.6706, 6.0035, 0.3375], [-4.6598, 7.0870, -0.4453], [-3.7311, 7.3185, -1.4492], [-2.9034, 6.3209, -1.6491], [-2.8155, 5.1270, -0.9124], [-3.6021, 4.9596, 0.3696], [-1.9457, 4.1374, -1.4186], [-1.2364, 4.1815, -2.4245], [-1.9248, 2.9476, -0.6812], [-5.4299, 7.8421, -0.3320], [-2.2275, 6.4216, -2.4946], [-4.0477, 3.9607, 0.4158]],
  "forces_ev_per_angstrom": [[-0.84, -0.12, 0.31], [0.07, -0.09, 0.04], [-0.20, 0.08, -0.16], [-0.01, 0.42, -0.25], [0.07, -0.22, 0.22], [0.15, 0.12, -0.64], [0.10, 0.17, 0.07], [0.04, -0.12, -0.09], [0.03, -0.16, -0.03], [-0.01, 0.02, 0.00], [0.00, -0.01, 0.02], [-0.01, 0.00, -0.02], [-0.03, 0.12, 0.05], [-0.04, -0.01, -0.10], [0.04, -0.02, -0.02], [0.01, 0.00, 0.05], [0.00, 0.00, -0.04], [0.04, -0.08, 0.01], [0.01, 0.28, -0.13], [-0.02, 0.00, -0.02], [0.00, 0.01, -0.01], [-0.01, 0.03, 0.02], [0.00, -0.01, 0.00], [0.00, 0.01, 0.00], [0.00, -0.01, -0.01], [0.02, 0.00, 0.01], [0.02, -0.05, -0.01], [0.01, 0.00, 0.00], [0.00, 0.01, 0.00], [-0.01, 0.01, 0.03], [-0.01, -0.02, -0.03], [-0.01, -0.09, -0.05], [0.01, 0.05, 0.03], [0.18, 0.05, 0.02], [-0.09, -0.03, 0.02], [-0.01, 0.00, 0.05], [0.03, 0.02, -0.08], [0.11, 0.19, -0.01], [-0.03, -0.02, 0.11], [-0.20, 0.12, -0.43], [-0.02, -0.08, 0.05], [-0.34, -0.41, 0.64], [0.03, -0.03, -0.04], [-0.08, 0.10, 0.14], [0.07, 0.02, -0.06], [-0.04, -0.03, 0.07], [0.05, 0.00, -0.05], [0.01, 0.04, 0.01], [-0.01, -0.01, -0.02], [0.09, 0.15, 0.08], [-0.02, 0.04, 0.03], [0.02, 0.03, 0.01], [0.01, -0.02, 0.01], [0.00, -0.05, 0.00], [-0.13, -0.24, -0.22], [0.11, -0.17, 0.36], [-0.05, 0.00, -0.03], [-0.01, -0.03, 0.06], [0.00, 0.00, -0.01], [0.01, 0.00, -0.02], [0.00, -0.01, 0.02], [0.04, -0.02, 0.00], [0.06, 0.08, 0.07], [0.06, -0.05, -0.04], [-0.05, 0.04, -0.01], [-0.02, -0.03, -0.03], [0.02, 0.00, 0.02], [-0.04, 0.08, -0.09], [-0.06, -0.02, -0.02], [0.05, -0.10, 0.02], [0.00, 0.03, 0.00], [-0.01, -0.01, -0.01], [-0.01, 0.00, 0.00], [0.03, 0.07, 0.01], [0.00, -0.02, -0.01], [0.00, -0.01, 0.00], [0.00, 0.00, 0.01], [0.00, -0.01, 0.00], [-0.02, 0.00, -0.01], [0.00, -0.02, 0.02], [0.02, -0.02, 0.00], [0.00, 0.00, 0.00], [-0.02, 0.01, 0.00], [0.01, -0.02, 0.02], [-0.02, 0.04, -0.01], [0.01, 0.00, -0.01], [0.01, 0.00, 0.01], [0.00, 0.00, -0.01], [-0.02, 0.03, -0.02], [0.15, 0.18, 0.16], [0.40, -0.19, 0.34], [-0.08, 0.05, -0.05], [0.02, -0.02, -0.09], [-0.03, 0.03, -0.03], [-0.04, -0.05, -0.04], [-0.06, 0.10, -0.09], [0.01, 0.00, 0.05], [0.00, 0.01, 0.00], [0.06, 0.01, 0.03], [-0.01, 0.00, 0.00], [0.02, -0.09, 0.07], [0.00, 0.00, -0.01], [-0.03, -0.02, 0.03], [-0.02, 0.03, 0.01], [0.01, -0.04, 0.02], [0.04, 0.07, -0.01], [-0.02, -0.03, 0.01], [0.04, -0.04, 0.04], [-0.18, -0.05, -0.11], [0.01, -0.01, 0.00], [0.57, 0.03, -0.12], [-0.01, -0.01, -0.02], [0.02, -0.01, 0.01], [0.00, 0.01, -0.04]]
}